Entry from the Open Molecules 2025 dataset: a structure of composition C5H8LiO3Sm in a non-equilibrium geometry (ωB97M-V/def2-TZVPD).

Last column: Löwdin spin population.
CARTESIAN COORDINATES (ANGSTROEM)
C (-3.76704, -2.96902, 1.92956)  0.00
H (-4.65078, -3.34751, 3.86445)  0.00
H (-5.51534, -4.10783, 2.49413)  0.00
C (2.43239, -1.27653, 0.05482)  0.14
C (1.80558, -1.60124, -1.06352)  0.67
Sm (-0.81362, -1.25534, -0.68603)  6.09
O (-4.51302, -1.75350, 1.73020)  0.00
O (-2.94507, -0.92075, 0.35381)  -0.01
H (-3.64334, -3.46099, 0.95523)  0.00
Li (-6.15052, -0.52568, 2.07687)  0.00
O (-4.80088, 0.21269, 0.87613)  0.00
H (-3.95969, -4.77204, 3.05011)  0.00
H (1.93906, -2.38782, -1.81562)  0.06
C (-4.04907, -0.76666, 0.93002)  0.00
C (-4.52708, -3.84503, 2.89357)  0.00
H (3.02934, -2.03066, 0.59077)  0.04
H (-2.77799, -2.70554, 2.32882)  0.00
H (2.35916, -0.28416, 0.51496)  0.02

Force components x, y, z for each atom (eV/Å):
0.36 -0.29 -0.08
0.05 -0.15 -0.23
0.27 0.03 0.10
-0.49 -0.17 -0.45
0.97 -0.08 0.47
-1.55 0.38 0.45
-0.34 -0.32 0.35
1.90 -0.56 -0.84
-0.06 0.10 0.20
0.20 0.19 -0.23
0.07 -0.49 0.17
-0.21 0.23 0.00
-0.06 0.20 0.18
-0.84 1.08 0.07
-0.09 -0.10 0.12
-0.05 0.23 -0.14
-0.22 -0.03 -0.06
0.10 -0.24 -0.07

Gap between HOMO and LUMO (alpha / beta) in eV: 8.4 / 8.3
2S+1: 8
Total energy in Ha: -1085.94770
E_LUMO (alpha / beta) in Eh: -0.29752 / -0.33263
Energy above the lowest of the compared OMol25 structures with the same formula, charge and spin in kcal per mole: 0.0
Total charge: +2


Entry from the Open Molecules 2025 dataset: a structure of composition C34H41CeF6NO6P2S2Si2 in a non-equilibrium geometry (ωB97M-V/def2-TZVPD).

Last column: Löwdin spin population.
CARTESIAN COORDINATES (ANGSTROEM)
C (8.87259, -17.38124, -0.02792)  0.00
F (4.92411, -16.87749, -8.63997)  0.00
H (12.82299, -20.36162, -3.46920)  0.00
C (10.34704, -12.50405, -4.89511)  0.00
H (6.63046, -16.70930, -1.76707)  0.00
O (4.50893, -17.80160, -5.02045)  0.00
H (11.02234, -22.68570, -3.63644)  0.00
C (12.30577, -15.24587, -4.39904)  0.00
H (16.19727, -17.18696, -8.44626)  0.00
H (8.00961, -16.40656, -2.74505)  0.00
C (14.59228, -14.67573, -3.81599)  0.00
H (11.33530, -16.68652, -3.17648)  0.00
H (10.84340, -18.44117, -11.73193)  0.00
H (10.83526, -20.44962, -7.16846)  0.00
C (11.13920, -18.62977, -8.36223)  0.00
F (3.31004, -16.68458, -7.27270)  0.00
H (7.03917, -20.26853, -0.15333)  0.00
Ce (8.75164, -18.04299, -4.69200)  1.01
O (6.77327, -17.32567, -5.97379)  0.00
H (10.41257, -9.65982, -6.73214)  0.00
C (10.48032, -10.70981, -6.48902)  0.00
C (16.12415, -17.64562, -6.31259)  0.00
H (15.38838, -15.80425, -2.17245)  0.00
C (10.95706, -12.90614, -7.25010)  0.00
H (15.52773, -14.15314, -4.06955)  0.00
C (14.52856, -15.62102, -2.78030)  0.00
P (11.55796, -17.70434, -6.91056)  0.00
H (13.47727, -13.84412, -5.47009)  0.00
C (7.26750, -17.15203, -2.49410)  0.00
S (5.39266, -17.82171, -6.16955)  0.00
Si (10.49043, -20.65560, -2.41543)  0.00
C (13.89632, -18.20135, -5.52266)  0.00
H (6.69171, -17.40850, -3.36322)  0.00
C (10.67017, -13.41402, -5.97550)  0.00
O (7.23355, -19.31392, -8.57348)  0.00
H (12.62126, -19.39883, -1.92470)  0.00
O (7.83247, -19.74644, -6.18171)  0.00
H (13.24119, -18.37943, -4.71933)  0.00
C (15.55610, -17.40936, -7.57965)  0.00
H (15.66794, -18.41674, -4.41388)  0.00
H (9.30951, -16.56378, -0.60663)  0.00
C (4.61784, -16.62444, -7.37487)  0.00
F (5.08110, -15.41680, -7.01004)  0.00
H (8.07890, -16.91908, 0.58386)  0.00
C (13.31327, -17.84114, -6.72395)  0.00
C (10.89758, -19.98793, -8.16115)  0.00
C (12.35978, -20.33738, -2.46957)  0.00
C (10.34931, -21.44379, -0.68934)  0.00
F (6.34030, -22.02952, -6.16672)  0.00
O (10.81385, -18.19930, -5.67953)  0.00
C (13.47973, -14.51472, -4.60525)  0.00
C (11.11907, -18.07436, -9.64762)  0.00
H (11.43918, -17.03080, -9.81409)  0.00
C (6.94564, -19.80175, -1.15738)  0.00
H (13.76585, -17.32320, -8.81854)  0.00
P (10.87863, -15.12359, -5.48028)  0.00
F (5.77883, -22.05932, -8.28499)  0.00
N (5.43739, -19.26707, -6.79495)  0.00
H (10.16202, -12.90548, -3.90845)  0.00
C (10.23547, -21.91041, -3.74406)  0.00
C (14.19574, -17.53115, -7.82624)  0.00
H (6.00068, -19.46520, -1.34865)  0.00
C (6.68866, -21.64898, -7.38720)  0.00
H (12.85202, -21.11267, -1.91831)  0.00
C (10.50132, -20.21187, -10.51301)  0.00
H (10.03810, -20.74856, 0.12106)  0.00
H (10.42469, -15.73598, -7.72877)  0.00
H (17.17627, -17.65281, -6.07738)  0.00
H (9.62168, -17.84112, 0.56255)  0.00
C (11.28029, -15.89559, -7.07533)  0.00
H (11.27891, -22.02088, -0.41030)  0.00
C (15.26057, -18.11398, -5.35647)  0.00
H (10.05727, -10.50632, -4.36893)  0.00
S (6.83783, -19.83873, -7.31620)  0.00
H (12.20092, -15.50575, -7.47726)  0.00
H (10.42947, -21.83450, -9.13982)  0.00
F (7.85620, -22.14308, -7.72188)  0.00
H (10.35115, -21.44353, -4.73487)  0.00
Si (8.23024, -18.46465, -1.40820)  0.00
H (7.20012, -20.66279, -1.86632)  0.00
C (12.24869, -16.15806, -3.36022)  0.00
C (10.26275, -11.15509, -5.17898)  0.00
H (10.98740, -11.19099, -8.49223)  0.00
H (9.28675, -22.43545, -3.76222)  0.00
C (10.80739, -18.87871, -10.73069)  0.00
H (9.46595, -22.09895, -0.68839)  0.00
C (9.57566, -19.05720, -2.54760)  -0.01
C (13.36263, -16.30166, -2.50560)  0.00
H (13.30441, -17.01180, -1.71378)  0.00
H (11.28970, -13.56439, -8.08880)  0.00
C (10.58040, -20.78895, -9.22469)  0.00
O (9.66572, -15.85434, -4.88011)  0.00
H (10.31155, -20.83988, -11.38462)  0.00
H (10.33692, -18.32059, -2.50353)  0.00
C (10.83235, -11.57150, -7.49574)  0.00

Force components x, y, z for each atom (eV/Å):
-1.36 0.62 -0.72
0.52 0.05 0.24
-0.20 0.33 0.21
0.31 -1.03 -1.97
-0.85 0.59 0.33
1.08 0.32 -1.35
-0.34 0.38 -0.13
-0.01 -0.26 0.23
-0.23 0.04 0.56
0.19 0.80 -0.26
0.41 -0.51 -0.09
-0.17 -0.32 0.14
-0.17 -0.33 0.31
0.37 0.47 -0.21
-0.26 0.46 -0.30
-0.15 0.17 0.36
-0.36 0.35 -0.46
-0.10 -0.43 0.32
-0.80 0.58 -0.07
-0.09 0.13 0.17
-0.07 0.55 0.72
-1.13 -0.74 -0.88
0.42 0.00 0.30
0.20 -2.07 -0.17
-0.59 -0.24 0.33
-0.07 0.59 -0.16
0.31 0.26 0.44
0.27 0.04 0.37
1.24 -0.64 0.80
-0.52 -1.06 1.69
0.86 0.51 1.34
-0.50 0.96 -0.99
-0.76 -0.19 -0.30
-0.12 1.04 1.60
0.50 -0.29 -0.53
-0.11 -0.44 -0.55
-0.39 -0.39 -1.37
-0.46 -0.62 1.07
0.64 0.10 -0.96
0.13 -0.06 0.51
0.30 0.15 0.17
0.24 0.11 -0.17
-0.41 -0.43 -0.36
0.34 -0.34 -0.06
1.79 0.08 -1.22
-0.61 -0.37 0.77
0.08 1.05 -0.31
-0.57 -0.34 0.32
0.01 -0.43 -0.20
0.46 -0.40 -0.53
-0.51 0.51 -1.17
0.48 0.38 0.40
-0.42 -0.54 0.14
3.43 -2.42 0.59
0.44 -0.18 0.45
-0.47 -0.49 -0.35
0.43 0.41 0.61
0.43 -0.56 -0.62
0.01 0.11 0.10
0.18 -0.65 -0.59
-0.99 0.21 1.21
-2.61 0.76 -0.31
-1.57 -0.49 -0.20
0.26 -0.65 0.37
0.46 -0.63 0.04
0.77 -0.05 -0.45
-0.02 0.20 -0.20
0.15 0.34 -0.38
0.69 -0.41 0.69
-0.23 -1.36 0.12
-1.15 0.56 -0.16
0.49 -0.14 0.94
-0.27 0.83 0.43
0.30 2.26 2.17
0.21 0.40 -0.31
-0.24 -0.74 0.33
0.49 -0.09 0.02
0.11 -0.09 0.16
-0.06 -0.48 -1.57
-0.42 1.16 0.69
0.73 0.53 0.79
0.26 -0.82 -0.59
0.13 0.06 -0.11
-0.29 -0.03 0.12
0.01 0.27 -0.10
0.36 -0.43 -0.06
-1.35 -0.84 -0.21
-0.84 -0.02 -1.26
0.07 -0.33 0.53
-0.45 0.55 0.90
0.04 1.10 -1.91
0.78 1.15 -0.27
-0.14 0.08 0.34
1.24 1.09 0.10
-0.14 0.67 -0.39

Gap between HOMO and LUMO (alpha / beta) in eV: 7.8 / 7.8
2S+1: 2
Total energy in Ha: -4958.78025
E_LUMO (alpha / beta) in Eh: -0.08764 / -0.08757
Energy above the lowest of the compared OMol25 structures with the same formula, charge and spin in kcal per mole: 0.0
Total charge: +1


Entry from the Open Molecules 2025 dataset: a structure of composition C2H2BrF2I in a non-equilibrium geometry (ωB97M-V/def2-TZVPD).

Last column: Löwdin charge in e.
CARTESIAN COORDINATES (ANGSTROEM)
H (-1.82013, -0.25946, 0.55446)  0.16
F (-1.13028, -0.49642, -1.42746)  -0.03
I (1.54954, 0.36352, 2.00571)  0.68
Br (1.85802, 0.21972, -1.30905)  0.63
C (-0.89132, -0.51933, -0.06959)  -0.32
F (-0.47794, -1.79063, 0.23076)  -0.01
C (0.64802, 0.73014, 0.03294)  -1.10
H (0.26410, 1.75246, -0.01778)  0.00

Force components x, y, z for each atom (eV/Å):
1.54 -0.12 -0.99
-0.32 -0.01 1.50
-0.57 0.37 -0.78
-0.05 0.19 -0.38
2.12 1.20 -0.75
-0.28 1.57 -0.09
-2.64 -2.83 1.64
0.22 -0.36 -0.15

Gap between HOMO and LUMO in eV: 9.6
Total energy in Ha: -3148.78105
E_LUMO in Eh: -0.00433
Energy above the lowest of the compared OMol25 structures with the same formula, charge and spin in kcal per mole: 29.5